(1)
C8H7Br6NO2 | ωB97M-V with the def2-TZVPD basis set

Computed properties:
Multiplicity: 2
Charge: -1
Kohn-Sham gap (spin up / spin down) in eV: 2.41 / 6.55
E_tot in eV: -434245.8546
Expectation value of S²: 0.76
HOMO energy (spin up / spin down) in eV: -1.17 / -5.29

The geometry in XYZ format:
```
24
C8H7Br6NO2, DFT ωB97M-V with the def2-TZVPD basis set
C 0.25 -1.78 -0.85
Br 1.46 1.58 -1.68
H 0.14 0.33 1.73
H -2.70 2.18 2.27
C -3.30 1.51 2.89
Br -2.25 1.48 4.62
O 1.45 -2.95 -3.08
Br -3.41 -0.40 2.30
C 2.00 -0.49 0.87
C 1.66 -1.74 -1.09
H -1.33 -0.87 0.50
N 2.18 -2.37 -2.35
Br -1.26 2.54 -0.20
Br -5.10 2.29 3.15
H -0.96 1.37 -2.49
Br -0.54 3.79 -3.12
C -0.46 2.18 -1.96
H 2.66 -0.05 1.60
C 0.58 -0.37 1.03
H -0.37 -2.30 -1.57
C 2.56 -1.29 -0.14
H 3.64 -1.33 -0.15
C -0.30 -0.98 0.19
O 3.44 -2.33 -2.46
```

Mulliken atomic charge list, values in e, 2 entries: number 1, C, carries -0.601; number 2, Br, carries -0.005

---

(2)
C8H7BrF3NO | ωB97M-V with the def2-TZVPD basis set

Computed properties:
Kohn-Sham gap in eV: 8.52
E_tot in eV: -90139.7395
HOMO energy in eV: -8.28

The geometry in XYZ format:
```
21
C8H7BrF3NO, DFT ωB97M-V with the def2-TZVPD basis set
F 2.57 0.51 -1.69
H 0.45 0.03 3.34
Br -0.11 -3.10 3.74
H -0.82 -1.83 -1.04
N -0.57 0.51 -2.36
C -0.57 -1.47 -0.07
H -1.44 0.68 -3.00
H -0.18 -0.37 -2.64
H -0.98 -3.36 0.94
C -0.68 -2.32 1.01
C -0.36 -0.09 0.10
F 2.04 1.69 0.07
C -0.37 -1.82 2.27
C 1.67 1.34 -1.14
H -1.03 2.68 -1.33
C 0.03 -0.48 2.43
C -0.13 0.44 1.37
F 1.73 2.64 -1.79
H 0.20 1.38 1.43
C -0.48 0.89 -1.05
O -0.98 2.05 -0.62
```

Mulliken atomic charge list, values in e, 2 entries: number 1, F, carries -0.258; number 2, H, carries 0.316

---

(3)
C8H7BrN2S | ωB97M-V with the def2-TZVPD basis set

Computed properties:
Kohn-Sham gap in eV: 8.54
E_tot in eV: -92263.7580
HOMO energy in eV: -8.13

The geometry in XYZ format:
```
19
C8H7BrN2S, DFT ωB97M-V with the def2-TZVPD basis set
H -2.75 -2.85 1.16
C 0.42 2.00 -0.85
N 0.76 0.64 -0.73
C 2.52 1.77 0.75
S 1.32 2.97 0.49
C -0.62 -2.09 1.01
C -2.42 -1.25 -0.32
H -0.19 -2.86 1.81
H -3.44 -1.43 -0.74
N 0.24 -1.19 0.57
H -0.61 2.38 -0.59
H 3.45 2.05 1.15
H -1.86 0.36 -1.54
C 2.40 0.56 0.24
C -1.89 -2.15 0.64
C -1.56 -0.26 -0.75
Br 3.52 -0.88 -0.23
C -0.13 -0.29 -0.32
H 0.83 2.52 -1.75
```

Mulliken atomic charge list, values in e, 2 entries: number 1, H, carries 0.175; number 2, C, carries -0.573

---

(4)
C8H7Cl2O3 | ωB97M-V with the def2-TZVPD basis set

Computed properties:
Charge: -1
Kohn-Sham gap in eV: 7.94
E_tot in eV: -39596.9507
HOMO energy in eV: -5.09

The geometry in XYZ format:
```
20
C8H7Cl2O3, DFT ωB97M-V with the def2-TZVPD basis set
H -1.65 -3.26 0.98
C -2.68 -0.20 0.22
H 0.97 1.93 -1.40
H 0.79 -0.36 -0.50
C -0.16 -0.63 -0.24
H 0.36 -2.68 0.11
Cl -3.86 0.90 0.47
C 0.11 2.44 -0.91
H 0.45 2.73 0.13
C -2.71 -1.47 0.70
C -0.38 -1.93 0.30
O 5.02 -0.17 1.08
C -1.62 -2.33 0.62
C 4.32 0.10 0.20
H -3.58 -2.00 0.94
Cl 3.08 1.71 0.91
O 3.95 -0.04 -0.88
H -0.25 3.36 -1.43
O -1.07 1.57 -0.87
C -1.09 0.33 -0.43
```

Mulliken atomic charge list, values in e, 2 entries: number 1, H, carries 0.457; number 2, C, carries 0.363

---

(5)
C8H7Cl3Se | ωB97M-V with the def2-TZVPD basis set

Computed properties:
Kohn-Sham gap (spin up / spin down) in eV: 7.40 / 6.51
E_tot in eV: -111316.1827
HOMO energy (spin up / spin down) in eV: -8.51 / -7.65

The geometry in XYZ format:
```
19
C8H7Cl3Se, DFT ωB97M-V with the def2-TZVPD basis set
Se -0.43 2.04 1.01
C -1.54 1.20 -0.40
C 2.74 -1.41 0.23
H 4.45 1.51 -0.25
H -2.07 -0.54 -1.30
H 2.46 -2.05 -0.64
C 1.06 1.38 0.42
C -1.35 -0.34 -0.50
Cl 0.85 -2.36 1.97
H -1.18 1.63 -1.36
Cl 5.24 -0.94 -0.69
C 3.71 -0.38 -0.11
H -1.50 -0.82 0.55
C 2.17 -1.54 1.40
H -0.23 -0.49 -0.69
C 3.52 0.94 -0.10
Cl 2.63 3.47 0.33
H -2.64 1.45 -0.01
C 2.35 1.60 0.36
```

Mulliken atomic charge list, values in e, 2 entries: number 1, Se, carries 0.174; number 2, C, carries -0.604

---

(6)
C8H7Cl5O8P2Zr | ωB97M-V with the def2-TZVPD basis set

Computed properties:
Charge: +2
Kohn-Sham gap in eV: 7.70
E_tot in eV: -107249.7433
HOMO energy in eV: -15.49

The geometry in XYZ format:
```
31
C8H7Cl5O8P2Zr, DFT ωB97M-V with the def2-TZVPD basis set
H 1.58 -2.70 -2.76
O 2.12 1.01 -0.77
Zr -0.30 1.06 0.12
C 0.75 -0.75 -2.46
O 0.07 1.83 -1.68
P -0.52 -1.34 -1.21
P 1.26 0.99 -2.12
C -1.66 -0.16 4.33
H -2.44 -0.36 -1.85
H 2.70 -1.39 -3.17
O 0.12 -0.54 -3.71
C -0.65 1.54 2.39
Cl 0.78 -1.22 4.88
O -1.06 -2.66 -1.42
Cl -2.27 -1.09 5.60
H 1.79 1.83 -4.09
Cl -4.23 0.24 3.55
C -0.27 -0.17 4.06
O 2.16 1.58 -3.22
H 3.09 1.10 -0.81
C -2.02 1.28 2.45
C -2.55 0.48 3.45
O -0.16 2.36 1.43
O 0.04 -0.85 0.17
C 0.21 0.67 3.07
H 2.35 -1.79 -1.46
C 1.93 -1.71 -2.46
H -0.02 -1.37 -4.18
O -1.68 -0.12 -1.31
Cl -2.79 1.70 0.93
Cl 1.72 0.53 2.24
```

Mulliken atomic charge list, values in e, 2 entries: number 1, H, carries 0.488; number 2, O, carries -0.364

---

(7)
C8H7ClN2O2S | ωB97M-V with the def2-TZVPD basis set

Computed properties:
Kohn-Sham gap in eV: 9.71
E_tot in eV: -38839.3472
HOMO energy in eV: -9.25

The geometry in XYZ format:
```
21
C8H7ClN2O2S, DFT ωB97M-V with the def2-TZVPD basis set
O -0.74 -2.26 -2.18
C -1.20 1.19 0.75
O -1.15 -1.03 -0.03
N 1.27 -1.30 -1.05
S -0.01 -2.13 -0.67
Cl 0.69 -2.06 1.95
C -0.70 -0.08 0.84
C 0.08 -0.47 1.95
H 0.32 -1.95 -3.94
H 1.19 0.18 3.62
C 0.39 0.48 2.93
H -0.22 2.59 3.62
H 2.35 0.68 -2.27
C -0.93 2.11 1.73
H -0.64 -0.48 -3.54
C 1.04 -0.70 -2.21
H -1.73 1.46 -0.19
C -0.09 -1.36 -3.08
C -0.08 1.78 2.84
H -1.43 3.09 1.70
N 1.62 0.24 -2.76
```

Mulliken atomic charge list, values in e, 2 entries: number 1, O, carries -0.314; number 2, C, carries -0.613

---

(8)
C8H7FIN | ωB97M-V with the def2-TZVPD basis set

Computed properties:
SMILES: CC1=C[C@@H](F)[C@H](C#N)C(I)=C1
Kohn-Sham gap in eV: 8.66
E_tot in eV: -20715.3220
HOMO energy in eV: -8.88

The geometry in XYZ format:
```
18
C8H7FIN, DFT ωB97M-V with the def2-TZVPD basis set
H -1.99 1.69 1.66
H 1.80 -1.49 -1.53
C -1.04 0.13 0.63
H -2.33 0.09 2.30
H -2.07 -0.08 -1.06
C -0.08 -0.33 -1.60
C 1.42 -0.61 -0.97
C 2.22 0.56 -1.38
C -1.07 -0.04 -0.77
I -0.20 -0.20 -3.71
C 1.42 -0.67 0.62
H 0.28 0.08 2.27
N 2.89 1.44 -1.78
H -3.10 0.70 0.64
C -2.20 0.66 1.40
C 0.15 -0.07 1.20
F 1.67 -1.90 1.12
H 2.23 0.02 0.96
```

Mulliken atomic charge list, values in e, 2 entries: number 1, H, carries 0.314; number 2, H, carries 0.383

---

(9)
C8H7I2N5PbSSe | ωB97M-V with the def2-TZVPD basis set

Computed properties:
Charge: +2
Kohn-Sham gap in eV: 5.91
E_tot in eV: -113473.8103
HOMO energy in eV: -14.25

The geometry in XYZ format:
```
25
C8H7I2N5PbSSe, DFT ωB97M-V with the def2-TZVPD basis set
N 1.12 0.05 0.97
C 2.54 1.77 1.52
H -3.42 -3.07 -1.40
H 4.11 1.71 2.79
C -2.30 -3.24 0.44
C -2.61 -2.68 -0.79
Pb 0.36 0.88 -1.23
N -1.18 5.24 -0.90
H -2.87 -4.07 0.83
C -0.54 -1.62 0.65
C 0.54 -1.01 1.40
N 3.59 2.27 2.14
Se -0.41 2.85 0.73
H 3.92 3.21 1.93
H 0.81 -1.46 2.36
N -0.86 -1.08 -0.54
C -1.85 -1.62 -1.26
I 0.39 0.67 -7.48
N 2.10 0.60 1.71
C -1.23 -2.72 1.16
H -0.94 -3.16 2.10
S 1.79 2.98 0.28
C -0.89 4.32 -0.30
I -0.14 0.34 -4.88
H -2.02 -1.18 -2.23
```

Mulliken atomic charge list, values in e, 2 entries: number 1, N, carries 0.413; number 2, C, carries 0.771

---

(10)
C8H7INO4S | ωB97M-V with the def2-TZVPD basis set

Computed properties:
Charge: -1
Kohn-Sham gap (spin up / spin down) in eV: 5.67 / 7.50
E_tot in eV: -37021.5389
HOMO energy (spin up / spin down) in eV: -4.15 / -5.34

The geometry in XYZ format:
```
22
C8H7INO4S, DFT ωB97M-V with the def2-TZVPD basis set
O -0.22 0.89 3.03
C -1.57 0.39 0.87
H -0.67 1.73 -2.07
O -1.30 -3.23 -1.88
C -0.60 -2.87 -0.95
S -0.11 1.18 1.59
C -1.62 -0.77 0.21
H 1.16 -0.90 1.79
O 0.01 -3.50 -0.10
H 2.41 1.28 0.29
C 0.99 -0.20 1.09
C -1.01 2.25 -1.14
H -2.58 0.77 1.19
N 0.72 -0.83 -0.16
H 3.23 0.04 0.90
I -0.09 4.04 -0.60
H -1.99 2.68 -1.47
H -2.59 -1.17 -0.04
C 2.31 0.28 0.53
C -0.50 -1.37 -0.38
C 1.83 -0.36 -0.80
O 2.19 -0.34 -1.92
```

Mulliken atomic charge list, values in e, 2 entries: number 1, O, carries -0.718; number 2, C, carries -0.682